150
Properties=species:S:1:pos:R:3:forces:R:3 method="wB97M-V/def2-TZVPD" homo_lumo_gap_ev=1.0576 energy_ha=-6291.7288 total_charge=+7
C 15.814 -3.604 2.412 -2.382 -1.395 -1.802
N 15.168 -2.762 1.356 -0.014 -0.871 -1.130
C 14.202 -3.184 0.490 -0.778 -0.373 0.334
C 13.753 -2.435 -0.601 1.199 0.671 0.014
C 14.480 -1.239 -0.831 -0.411 0.666 -0.015
C 15.366 -0.740 0.156 -0.600 0.874 -0.415
C 15.620 -1.511 1.265 0.905 0.080 0.162
C 14.449 -0.403 -2.108 0.736 -2.012 1.818
C 15.181 -0.871 -3.168 0.492 -0.515 -1.507
C 15.636 0.028 -4.113 0.875 -1.310 -1.594
N 15.342 1.319 -4.017 0.622 2.592 0.486
C 14.647 1.808 -2.976 -0.953 -1.133 1.029
C 14.132 0.917 -2.049 -0.181 1.789 0.083
C 15.947 2.417 -4.851 0.685 -0.399 0.789
H 16.037 -2.975 3.211 0.899 1.065 1.202
H 16.608 -4.198 1.956 0.066 0.334 0.341
H 15.022 -4.252 2.797 0.188 -0.142 -0.101
H 13.795 -4.177 0.666 0.128 0.211 0.135
H 12.963 -2.731 -1.331 0.842 -0.148 1.037
H 15.827 0.282 0.080 -0.422 -1.355 -0.036
H 16.429 -1.354 1.970 -0.329 0.825 -0.078
H 15.469 -1.920 -3.292 -0.057 0.439 0.282
H 16.318 -0.297 -4.961 -1.057 0.593 1.119
H 14.581 2.878 -2.795 -0.085 -0.287 -0.529
H 13.594 1.266 -1.187 -0.077 0.355 0.142
H 15.908 3.341 -4.273 0.007 -0.250 0.046
H 15.349 2.577 -5.714 -0.157 -0.191 -0.976
H 17.006 2.204 -5.019 -0.347 -0.132 -0.400
C -13.614 2.782 6.629 0.374 1.523 -0.807
N -13.982 1.500 6.039 -0.403 -0.123 0.507
C -13.121 0.600 5.498 -1.815 -0.875 0.281
C -13.565 -0.708 5.177 1.217 0.999 0.128
C -14.904 -1.040 5.427 -0.237 1.185 -0.084
C -15.761 0.003 5.845 -0.594 0.667 0.068
C -15.300 1.236 6.195 0.164 -0.299 0.192
C -15.572 -2.337 5.368 2.068 1.534 0.017
C -16.489 -2.546 6.363 -1.241 -2.073 0.252
C -17.177 -3.736 6.385 0.165 0.444 0.266
N -16.903 -4.636 5.428 -1.474 -1.259 0.142
C -15.927 -4.475 4.534 0.534 -0.317 -0.263
C -15.178 -3.311 4.499 -0.878 -1.863 -0.319
C -17.838 -5.836 5.373 1.089 -0.282 -0.795
H -12.556 2.961 6.466 0.083 -0.046 0.349
H -13.916 2.866 7.679 0.364 -0.418 -0.196
H -14.148 3.602 6.094 0.308 -0.658 0.228
H -12.120 0.948 5.416 0.648 -0.059 -0.185
H -12.767 -1.390 4.804 -1.012 0.361 0.332
H -16.843 -0.105 5.903 0.340 -0.361 0.067
H -15.888 2.017 6.719 0.274 -0.666 -0.785
H -16.601 -1.894 7.175 -0.292 0.904 0.748
H -17.918 -4.008 7.149 0.372 0.145 -0.497
H -15.744 -5.333 3.896 -0.008 0.242 -0.078
H -14.354 -3.266 3.819 0.214 0.353 -0.321
H -17.864 -6.288 6.377 0.101 -0.044 -0.621
H -17.499 -6.527 4.542 -0.250 0.672 1.312
H -18.811 -5.461 5.095 -0.267 0.100 0.044
C 7.233 -13.627 -7.441 0.638 -0.157 -2.418
N 7.501 -13.695 -6.015 0.580 0.645 2.382
C 6.946 -14.615 -5.148 0.316 0.994 -0.547
C 7.192 -14.604 -3.772 0.850 1.333 0.160
C 8.047 -13.610 -3.225 1.188 -1.636 0.023
C 8.620 -12.643 -4.100 -2.326 0.667 -0.914
C 8.252 -12.696 -5.504 0.370 -1.227 2.497
C 8.491 -13.606 -1.767 -0.251 0.133 -1.943
C 7.507 -13.688 -0.780 1.631 -0.955 0.412
C 7.901 -13.967 0.509 0.713 0.388 0.503
N 9.205 -13.883 0.873 -0.208 1.103 -1.140
C 10.169 -13.610 -0.078 0.206 -0.517 2.183
C 9.861 -13.513 -1.399 -0.775 -0.841 0.348
C 9.598 -13.846 2.292 0.122 -2.359 0.591
H 6.607 -12.737 -7.588 0.035 -0.330 -0.142
H 6.667 -14.541 -7.867 1.276 1.447 0.942
H 8.260 -13.395 -8.014 -2.405 -0.949 1.259
H 6.254 -15.279 -5.601 -0.242 -0.662 -0.275
H 6.680 -15.359 -3.172 0.339 0.247 -0.086
H 9.048 -11.694 -3.757 0.373 -0.755 0.141
H 8.562 -11.857 -6.074 0.129 0.147 -1.050
H 6.490 -13.810 -0.998 -1.221 0.161 -0.544
H 7.201 -14.260 1.288 0.144 0.261 -0.097
H 11.209 -13.588 0.351 -1.208 0.029 -0.760
H 10.740 -13.640 -2.005 -0.298 0.586 -0.948
H 10.203 -14.825 2.486 -1.210 1.781 0.027
H 8.660 -13.790 2.921 1.376 -0.087 -0.631
H 10.260 -12.999 2.436 -0.173 0.111 0.205
C -8.435 6.092 6.752 0.597 3.721 1.411
C -8.099 4.831 6.589 0.111 -1.035 0.140
N -6.790 4.429 6.804 1.017 -1.392 -1.345
C -6.415 3.184 6.667 -3.454 -0.033 1.058
C -5.075 2.708 6.755 0.060 -1.591 -0.727
N -4.080 3.378 6.321 4.845 0.205 -3.080
C -3.918 4.834 6.118 -0.399 0.605 0.133
C -2.917 2.472 5.529 0.292 0.846 3.443
H -7.669 7.039 6.859 -2.026 -2.799 -0.059
H 12.935 -1.680 3.382 0.358 0.058 -0.456
H -9.505 6.239 7.012 0.755 0.552 -0.995
H 7.461 -11.206 -3.025 0.036 0.318 -0.195
H -8.963 4.186 6.336 0.939 -0.515 0.426
H -7.202 2.367 6.499 1.136 0.959 0.266
H -4.740 1.637 6.819 -1.478 0.835 0.259
H -4.653 5.326 6.875 1.463 -0.071 -1.535
H -2.265 3.169 5.008 -0.373 0.068 0.013
H -3.376 1.745 4.868 -0.289 0.153 0.225
H -2.302 2.012 6.400 -1.191 0.518 -1.637
C 5.988 11.541 -5.242 1.022 -1.291 1.623
C 6.678 10.285 -5.778 -1.814 1.225 -1.764
N 5.823 9.189 -6.351 1.260 1.774 1.958
C 4.525 9.120 -6.682 -2.333 2.429 -0.317
C 4.177 7.844 -6.937 3.272 0.097 0.498
N 5.417 7.166 -6.708 -1.109 -2.421 -0.615
C 6.347 8.000 -6.320 0.266 -0.791 -0.355
C 5.606 5.707 -6.892 -1.443 0.100 2.037
H 6.885 12.069 -4.880 -0.543 0.493 -0.213
H 5.422 11.313 -4.322 -0.133 0.207 -0.574
H 5.445 12.123 -5.957 -0.246 0.232 -0.351
H 7.262 9.822 -5.022 0.679 -0.197 0.414
H 7.212 10.624 -6.654 0.893 -0.085 0.097
H 3.901 10.045 -6.711 0.682 -1.088 -0.033
H 3.291 7.438 -7.344 -0.492 -0.646 -0.117
H 7.371 7.792 -6.010 -0.499 -0.191 -0.270
H 6.241 5.430 -7.681 0.811 0.085 -1.125
H 4.593 5.405 -7.081 -0.228 -0.742 -0.385
H 5.906 5.162 -5.962 -0.075 0.903 -0.608
C -12.578 11.652 -3.794 1.001 -5.977 -3.024
C -13.848 12.333 -4.035 3.831 5.135 2.360
N -15.141 11.866 -4.117 -3.685 -3.688 -3.511
C -15.919 11.765 -5.406 11.885 3.463 -1.507
C -17.076 11.463 -5.163 -7.724 -1.474 1.077
N -17.166 11.220 -3.810 -4.597 -3.084 0.911
C -15.986 11.241 -3.301 2.380 1.601 1.488
C -18.371 10.491 -3.087 3.093 0.367 2.222
H -12.784 10.562 -4.273 1.167 1.846 1.533
H -11.410 11.848 -3.785 -3.085 0.609 0.157
H -7.725 7.232 -8.034 -0.073 0.067 0.069
H -13.673 13.160 -4.772 -0.551 -0.559 0.051
H -13.789 12.951 -3.108 -0.821 0.525 -0.257
H -15.232 11.866 -6.270 -1.327 0.406 0.374
H -17.897 11.411 -5.836 -0.569 -0.251 -0.130
H -15.671 10.802 -2.383 -0.220 0.233 0.834
H -18.661 9.506 -3.464 -0.460 0.921 -1.080
H -19.073 11.190 -2.585 0.086 -0.389 -1.388
H -17.807 10.113 -2.199 -0.414 0.342 -0.258
Br -9.694 -7.643 -0.580 -0.034 0.132 0.104
C 11.769 3.231 8.355 9.683 -13.607 1.005
F 11.302 2.127 8.448 -3.869 -2.392 -0.099
F 11.361 4.226 8.347 -8.971 15.684 -0.470
F 12.997 3.144 8.384 3.229 0.277 -0.357
S -0.749 1.603 0.155 -3.025 -1.079 2.048
O -2.103 1.902 -0.221 0.625 0.014 -0.010
O -3.127 5.277 5.310 -1.940 -1.010 2.051
O 0.324 1.998 -0.629 2.410 1.064 -2.038

166
Properties=species:S:1:pos:R:3:forces:R:3 method="wB97M-V/def2-TZVPD" homo_lumo_gap_ev=5.2945 energy_ha=-3513.4202 total_charge=0
C -4.898 -1.041 -0.186 1.522 -0.112 0.655
C -3.984 -0.475 1.065 -0.439 -0.769 -0.477
O -3.796 0.987 0.988 1.049 -1.633 -0.411
C -2.504 1.281 0.322 0.768 0.256 0.709
C -2.067 2.840 0.450 0.510 -0.615 1.481
C -0.987 3.324 -0.682 -2.390 -2.223 4.121
C 0.439 2.477 -0.614 -1.457 0.276 -0.496
C 0.707 1.902 -2.104 -0.195 -0.283 0.116
C 1.915 0.775 -2.166 -0.762 2.130 -1.478
C 1.480 -0.330 -3.240 1.419 0.656 -0.913
F 0.924 0.408 -4.404 0.689 -1.215 2.021
O 2.701 -0.957 -3.739 -2.709 -0.057 -0.055
C 2.421 -1.934 -4.781 0.388 -1.886 -0.813
C 1.623 -3.258 -4.294 0.284 -0.116 -0.235
C 2.394 -4.145 -3.181 -1.664 -0.267 -0.303
C 1.696 -5.641 -3.229 0.488 0.259 1.552
C 0.901 -5.934 -1.818 1.206 -0.724 -0.124
N -0.480 -5.343 -1.786 -1.162 -2.721 -0.547
C -1.023 -5.190 -0.389 -0.491 1.508 1.507
C -1.476 -6.181 -2.506 -0.584 -3.049 -1.155
C -2.954 -5.532 -2.797 0.038 0.340 -0.111
O -1.301 -7.396 -2.898 -0.117 5.290 1.615
N 2.268 0.354 -0.797 2.192 -0.946 0.140
C 2.215 -1.097 -0.485 0.295 -1.510 1.910
C 0.765 -1.648 0.021 -1.552 -0.194 -0.404
C 0.792 -2.809 1.167 0.466 1.877 0.289
N -0.428 -1.213 -0.377 3.772 -0.884 0.634
C 3.650 0.802 -0.409 3.254 0.733 0.115
C 4.918 0.126 -1.057 0.240 3.961 3.886
C 6.236 0.740 -0.451 -3.314 0.473 0.441
C 6.143 1.856 0.625 0.112 -0.486 -0.547
N 5.010 2.537 1.214 0.011 -5.312 -4.864
C 3.829 1.938 0.631 -0.491 -0.433 -0.389
H -4.125 -1.312 -1.024 -1.723 0.670 1.247
H -5.659 -0.245 -0.523 1.157 -1.465 0.532
H -5.364 -2.037 0.168 0.435 1.694 -0.710
H -2.983 -1.057 0.999 -1.407 1.230 0.183
H -4.466 -0.794 2.080 0.672 1.049 -1.748
H -2.569 0.923 -0.781 0.268 0.555 1.696
H -1.712 0.676 0.940 -1.268 0.921 -1.622
H -1.536 2.939 1.495 -1.224 -0.192 -1.977
H -2.993 3.527 0.506 1.353 -1.075 -0.471
H -0.751 4.433 -0.477 -0.958 -1.959 0.412
H -1.470 3.230 -1.732 -0.627 -1.324 3.344
H 0.234 1.645 0.183 0.881 1.540 -1.678
H 1.302 3.178 -0.272 -1.605 -1.353 -0.494
H 0.939 2.775 -2.846 -0.172 -2.040 1.509
H -0.317 1.464 -2.474 1.878 0.568 0.619
H 2.826 1.359 -2.615 -1.622 -1.395 0.599
H 0.665 -1.075 -2.915 1.308 1.125 -0.561
H 1.881 -1.520 -5.711 0.755 -0.152 1.679
H 3.464 -2.311 -5.160 -1.841 0.854 0.851
H 0.535 -3.037 -3.927 1.974 -0.350 -0.679
H 1.526 -3.939 -5.244 0.134 1.393 1.617
H 3.528 -4.178 -3.405 -1.873 0.054 0.515
H 2.146 -3.735 -2.115 0.886 -0.539 -1.992
H 2.541 -6.438 -3.271 -1.615 1.267 -0.189
H 0.962 -5.741 -4.116 1.312 0.039 1.452
H 1.474 -5.479 -0.908 -0.911 -0.680 -1.821
H 0.915 -7.084 -1.646 -0.348 1.879 -0.253
H -1.273 -4.059 -0.250 0.446 -2.000 0.029
H -1.996 -5.771 -0.175 1.543 0.686 -0.531
H -0.257 -5.504 0.440 -1.334 0.472 -1.813
H -3.495 -6.123 -3.651 1.349 0.971 1.661
H -2.879 -4.414 -3.119 0.011 -2.022 0.691
H -3.649 -5.576 -1.864 1.416 0.055 -1.473
H 2.905 -1.240 0.456 -1.363 0.191 -1.788
H 2.714 -1.802 -1.280 -1.213 1.218 1.176
H 1.114 -3.842 0.774 -0.513 1.745 0.640
H -0.241 -2.797 1.694 1.654 -0.326 -1.170
H 1.555 -2.431 1.971 -1.254 -0.996 -1.521
H -0.263 -0.463 -1.073 -0.243 -0.219 0.451
H 4.853 -0.712 -1.840 0.202 1.556 1.384
H 7.269 0.358 -0.806 -1.942 0.838 0.843
H 7.173 2.224 1.046 -2.097 -0.753 -0.957
H 2.830 2.404 1.028 1.981 -1.108 -0.794
C -0.150 4.724 4.632 0.381 -0.849 -0.847
C 0.199 3.843 3.462 1.201 -2.568 -3.373
N 0.479 3.139 2.527 -1.190 3.409 4.674
H 0.108 5.761 4.408 -0.093 -0.221 -0.067
H -1.221 4.662 4.838 0.186 0.072 -0.083
H 0.402 4.403 5.518 0.025 -0.081 -0.180
C -0.976 -9.259 0.626 0.848 0.531 0.274
C 0.321 -8.583 0.988 4.871 2.487 1.374
N 1.370 -8.038 1.282 -6.093 -3.080 -1.725
H -0.775 -10.241 0.192 0.054 0.150 0.079
H -1.592 -9.385 1.519 0.148 0.020 -0.081
H -1.521 -8.653 -0.101 0.157 -0.006 0.057
C -3.823 5.923 7.049 0.284 1.052 -1.355
C -2.974 6.330 5.870 0.318 1.295 -0.859
N -2.284 6.671 4.896 1.220 -8.525 4.324
H -4.865 6.193 6.868 0.092 -0.034 0.357
H -3.757 4.843 7.201 -0.028 0.085 0.077
H -3.475 6.432 7.951 0.028 0.031 -0.130
C 4.179 -5.631 2.059 0.145 1.008 -0.157
C 4.383 -4.155 1.836 0.572 4.421 -0.607
N 4.543 -2.975 1.660 -0.813 -5.808 0.778
H 3.781 -6.093 1.153 0.021 0.097 0.102
H 5.131 -6.104 2.311 -0.071 0.150 -0.056
H 3.475 -5.789 2.879 0.065 0.159 -0.121
C -6.272 2.590 5.502 -0.133 0.906 0.490
C -6.503 3.889 6.230 -0.773 3.858 2.176
N -6.688 4.926 6.812 0.616 -5.251 -2.951
H -5.713 2.775 4.582 -0.050 0.054 0.136
H -5.701 1.906 6.134 -0.065 0.162 -0.025
H -7.229 2.129 5.251 0.083 0.137 0.075
C -5.394 -8.515 -1.650 0.385 -0.172 0.932
C -4.829 -8.737 -0.271 1.694 -0.656 4.109
N -4.378 -8.914 0.831 -2.179 0.900 -5.457
H -5.651 -7.462 -1.782 0.058 -0.126 0.097
H -4.655 -8.799 -2.404 -0.010 0.036 0.167
H -6.292 -9.121 -1.786 0.125 0.053 0.112
C -0.234 6.060 -4.300 -0.337 -0.670 0.874
C -0.349 5.053 -3.183 -0.481 -2.627 3.058
N -0.445 4.242 -2.282 4.807 8.483 -10.820
H -0.804 6.959 -4.053 0.070 -0.100 -0.047
H 0.814 6.333 -4.446 -0.100 -0.088 0.112
H -0.622 5.636 -5.228 0.064 0.007 0.155
C -3.169 6.303 -7.265 0.903 0.520 -0.010
C -1.859 7.047 -7.274 4.492 2.629 -0.146
N -0.807 7.648 -7.287 -5.729 -3.350 0.113
H -3.248 5.679 -8.157 0.097 0.112 0.097
H -3.231 5.668 -6.379 0.077 0.103 -0.081
H -4.000 7.013 -7.253 0.173 -0.025 0.005
C 10.290 2.002 2.741 0.253 -0.627 -0.840
C 10.655 1.117 1.575 1.085 -2.628 -3.454
N 10.948 0.411 0.645 -1.462 3.503 4.592
H 10.535 3.041 2.511 -0.004 -0.168 -0.052
H 9.220 1.926 2.946 0.132 -0.057 -0.086
H 10.845 1.693 3.630 -0.043 -0.026 -0.167
C 3.142 5.448 -0.910 -0.486 0.492 0.793
C 2.384 6.121 0.206 -2.291 1.950 3.352
N 1.780 6.659 1.097 2.929 -2.584 -4.407
H 3.790 6.172 -1.409 -0.131 -0.064 0.072
H 3.755 4.638 -0.509 -0.101 0.096 0.068
H 2.441 5.037 -1.640 0.002 0.079 0.125
C -1.915 9.505 1.837 0.262 -1.005 0.382
C -2.030 8.515 2.968 0.016 -2.792 2.504
N -2.113 7.709 3.874 -2.120 10.648 -5.547
H -2.487 10.405 2.074 0.021 -0.228 0.162
H -0.868 9.777 1.686 -0.084 -0.119 0.038
H -2.306 9.067 0.916 0.069 -0.007 0.095
C 1.512 -12.683 1.033 -0.511 0.488 0.769
C 0.758 -12.003 2.147 -2.234 2.025 3.361
N 0.157 -11.460 3.036 2.940 -2.668 -4.432
H 2.170 -11.965 0.538 -0.108 -0.018 0.131
H 2.113 -13.500 1.435 -0.114 0.131 0.022
H 0.809 -13.085 0.300 0.028 0.066 0.145
C 2.974 6.457 -6.726 0.417 -0.132 0.942
C 3.549 6.244 -5.349 1.744 -0.650 4.107
N 4.008 6.073 -4.250 -2.333 0.854 -5.407
H 2.703 7.507 -6.857 0.023 -0.135 0.093
H 3.711 6.182 -7.483 -0.039 0.006 0.176
H 2.082 5.840 -6.856 0.113 0.073 0.081
C -6.996 8.100 5.289 -0.271 0.957 -0.341
C -7.379 9.462 4.770 -1.134 4.083 -1.562
N -7.685 10.550 4.356 1.516 -5.365 2.031
H -7.365 7.327 4.612 0.022 0.149 0.073
H -5.908 8.021 5.360 -0.110 0.070 -0.034
H -7.429 7.943 6.279 0.038 0.048 -0.147
C -0.454 -5.464 4.259 0.881 0.544 -0.043
C 0.849 -4.708 4.233 4.449 2.514 -0.025
N 1.899 -4.106 4.220 -5.695 -3.316 0.066
H -0.531 -6.103 3.376 0.118 0.083 0.082
H -0.506 -6.086 5.155 0.092 0.103 -0.106
H -1.291 -4.762 4.264 0.166 -0.012 0.001